[1]
DFT (the ωB97M-V functional and the def2-TZVPD basis) results for 3 unconnected molecules or ions with the total composition C25H46N2O9S2 at a distorted geometry.

Lowest unoccupied orbital energy = 0.3 eV
E_tot = -2563.2186 a.u.

The geometry in XYZ format:
```
84
Properties=species:S:1:pos:R:3:forces:R:3
S 1.0511 -1.6404 -3.1121 -0.01 -0.13 0.46
S 1.2227 -0.6195 3.3325 0.18 -0.16 0.37
O 1.8714 1.8834 -4.8039 -0.04 0.01 0.02
O 0.6946 -1.1190 -4.3929 0.04 -0.06 -0.02
O 2.0638 -2.6393 -2.9577 0.02 -0.06 -0.31
O -3.1160 -3.4974 -0.1514 0.29 -0.16 -0.16
O 1.4845 -0.3760 -2.2630 -0.06 0.29 0.03
O -0.4891 3.0272 5.4952 0.04 0.01 -0.03
O 3.0507 1.7250 -1.5421 0.17 0.74 -0.84
O -4.9094 -3.6802 1.1177 -0.61 -0.57 1.32
O 4.7173 -0.4841 -0.7960 1.00 0.44 -0.22
N 0.0040 -1.1684 0.9278 -0.61 0.18 -0.92
N 2.5520 -0.0204 -0.1374 -0.21 -0.27 -0.25
C -1.8431 1.2935 0.3732 -0.09 0.14 0.02
C -0.3704 1.0998 -0.0404 0.10 0.28 -0.13
C 3.7565 -0.8442 -0.2050 -1.03 -0.21 0.55
C -5.0546 -2.0815 -0.6234 -0.22 -0.05 -0.22
C -2.8895 -3.9110 -1.5072 0.08 0.24 -0.04
C 1.4555 -0.6381 -0.8416 0.30 -0.03 0.41
C -1.9025 1.9438 7.1411 0.02 -0.04 -0.07
C 2.9071 2.2858 0.7727 0.30 -0.01 0.28
C -1.4793 -4.4560 -1.6339 -0.02 -0.18 0.02
C -0.1151 2.0208 -1.2655 -0.29 0.11 0.05
C -4.3988 -3.1701 0.1877 0.44 0.63 -1.14
C 3.0578 1.4895 -5.4931 0.00 -0.09 -0.03
C -0.9694 -0.9981 -1.3460 -0.05 -0.11 0.18
C -1.2831 4.3778 7.3497 0.04 0.03 -0.06
C -1.5753 3.2292 6.3980 -0.01 -0.03 0.09
C 2.8477 1.3885 -0.4291 -0.19 -0.63 0.56
C 4.0490 0.8415 -4.5403 -0.03 -0.04 0.06
C 0.5176 -0.9231 1.9686 0.62 0.22 0.69
C -2.3910 0.6033 1.6237 -0.30 0.00 0.06
C -0.4397 -2.1565 -2.2186 -0.27 -0.12 -0.16
C -0.2811 -3.4989 -1.4864 0.05 -0.08 0.03
C 3.6755 -2.1253 0.5870 -0.01 -0.20 -0.06
C -1.7929 1.1450 2.9403 -0.17 -0.32 0.06
C 0.0183 -0.3755 -0.3185 0.01 -0.17 -0.40
C 2.7133 0.5714 -6.6564 -0.04 -0.03 -0.03
H -0.9076 2.7762 -1.3152 0.14 -0.12 0.03
H 0.2444 1.4721 0.7925 0.03 -0.29 -0.08
H 1.6208 -1.7114 -0.7143 -0.15 0.08 0.02
H 1.4759 1.0829 -4.4343 0.05 0.05 -0.06
H 2.2511 -0.3459 -6.2813 0.04 0.03 -0.03
H 3.1125 -2.8882 0.0382 0.12 0.06 0.05
H -6.1283 -2.2806 -0.6677 0.18 0.12 0.06
H -2.2991 -0.4878 1.5701 0.03 0.18 -0.05
H 0.8268 2.5623 -1.2104 -0.07 -0.13 -0.08
H -1.3668 -5.2444 -0.8798 -0.01 0.06 -0.18
H -3.0701 -3.0744 -2.1959 0.13 -0.10 0.05
H 3.6068 -0.0637 -4.1132 0.07 -0.02 -0.02
H 3.6058 0.2979 -7.2221 0.02 0.02 0.00
H -1.1221 -2.2800 -3.0718 0.01 -0.02 0.24
H -4.6636 -1.9891 -1.6368 -0.03 0.03 0.14
H -1.0612 5.2884 6.7937 -0.01 0.00 0.00
H -2.4159 3.4982 5.7547 0.00 0.00 -0.01
H -1.4298 -4.9505 -2.6132 0.03 0.13 0.10
H -2.7645 2.0733 7.7968 0.00 0.01 0.01
H -3.5990 -4.7063 -1.7656 0.07 0.08 0.07
H -2.5700 1.6038 3.5601 0.17 0.10 -0.15
H -2.1298 4.5695 8.0101 -0.01 -0.01 0.00
H -3.4700 0.8078 1.6302 0.14 -0.09 -0.04
H 4.9704 0.5574 -5.0521 -0.02 0.01 -0.05
H 3.1800 -1.9585 1.5457 0.06 0.01 -0.09
H 0.5842 -4.0278 -1.8962 -0.08 0.10 0.12
H 3.4758 2.4215 -5.8806 0.00 0.02 0.02
H -0.4151 4.1391 7.9711 -0.02 -0.01 0.03
H 3.9472 2.6177 0.8819 -0.19 0.04 -0.04
H -1.0510 1.6382 7.7560 -0.01 0.01 0.03
H -0.1332 1.4908 -2.2197 0.08 0.04 0.12
H -1.3527 -0.2198 -2.0094 0.12 0.01 0.13
H 2.6135 1.7707 1.6891 -0.06 0.08 -0.15
H -1.3606 0.3441 3.5466 -0.02 0.23 -0.12
H 4.6921 -2.4927 0.7348 -0.15 0.02 -0.04
H 0.2871 2.7846 6.0136 -0.03 0.01 -0.03
H -1.0120 1.8882 2.7562 -0.08 -0.06 0.14
H -2.1170 1.1394 6.4373 0.00 0.01 0.00
H -4.8927 -1.1362 -0.1003 -0.01 -0.03 -0.01
H -0.0682 -3.3238 -0.4271 -0.12 0.06 -0.11
H -1.8117 -1.3768 -0.7564 0.03 0.01 -0.21
H -2.4888 1.0900 -0.4939 0.12 -0.05 0.14
H 2.2860 3.1696 0.6047 0.10 -0.10 0.00
H 4.2940 1.5024 -3.7119 -0.02 0.04 -0.02
H 2.0065 1.0559 -7.3308 0.01 0.01 0.00
H -1.9383 2.3740 0.5553 -0.03 -0.16 -0.11
```
Forces are in eV/Å.

=====

[2]
DFT (the ωB97M-V functional and the def2-TZVPD basis) results for a molecular structure, C25H47AlFO5 at a distorted geometry.

Charge = -1
Lowest unoccupied orbital energy = 2.6 eV
E_tot = -1699.0328 a.u.

The geometry in XYZ format:
```
79
Properties=species:S:1:pos:R:3:forces:R:3
Al -1.7596 -1.0451 0.1932 -0.66 0.65 0.26
F -4.3018 -2.2452 1.1065 0.36 0.37 -1.31
O 3.9385 2.2912 0.1985 -1.30 -3.44 -2.76
O 3.9961 1.3250 -1.8712 -0.56 -1.72 2.48
O 4.1924 5.3705 2.4985 0.05 0.18 -0.09
O -4.2004 2.2177 -3.4947 0.15 0.04 -0.15
O -0.5481 -2.8572 2.2313 3.37 -0.90 0.01
C 1.0435 -1.5240 -2.8156 -0.14 -0.19 -0.84
C 3.3336 -0.5124 -3.5264 0.30 -0.06 0.43
C 1.7592 -2.4938 3.3966 0.57 -3.89 -1.62
C -3.7767 1.7185 -0.0097 0.87 -0.39 0.25
C 1.7884 -0.1709 -3.2424 -0.06 -0.59 -0.95
C -2.1134 0.4605 1.5652 0.23 0.97 0.48
C -6.2920 3.2599 -2.9059 -0.12 0.14 0.11
C -0.3993 -2.4414 0.8196 0.95 0.66 -0.92
C 3.9606 3.5498 4.0591 0.02 -0.17 0.14
C 3.4490 4.9062 3.6183 0.08 -0.31 -0.33
C -5.0545 3.3168 -3.7801 -0.17 -0.43 0.09
C -3.6279 -1.8970 -0.1652 0.46 -0.64 -0.75
C 3.5406 -4.5084 3.1151 -3.08 1.54 -0.35
C -0.9504 0.6022 2.6803 -0.92 0.65 0.43
C -3.5498 -3.2633 -1.0021 -1.80 0.15 0.28
C -0.5314 -1.3827 -2.5545 0.19 -0.24 0.66
C 1.0944 -4.7849 2.0150 3.16 2.12 2.43
C 2.5017 -5.3405 2.3151 -1.18 3.12 0.80
C 3.1631 -3.1039 3.6707 -2.41 -1.67 -2.04
C 3.5855 1.3060 -0.5138 0.64 3.38 2.22
C 4.3435 0.0055 -2.3683 0.78 -1.05 -1.87
C 0.7672 -3.3494 2.5776 1.08 -1.50 0.18
C 2.6795 0.1942 0.1826 0.92 -1.05 -0.13
C -0.9510 -0.2094 -1.5328 0.23 -0.20 -0.15
C -2.3692 1.8811 0.7985 -1.47 -0.74 1.19
H -1.0793 -1.2754 -3.5523 0.82 -0.11 1.21
H 4.0836 4.7230 1.7871 0.04 0.10 0.13
H -4.2860 -1.1232 -0.7059 0.54 -1.32 0.80
H -1.4009 1.2178 3.5551 0.94 -0.81 -1.15
H 4.5134 -0.7813 -1.5519 -0.59 1.33 -0.93
H -4.5540 1.1759 0.6536 1.28 0.97 -0.96
H -2.5572 2.6840 1.6152 0.60 -0.92 -1.33
H -0.0090 0.3508 -1.1544 -1.51 -0.58 -0.83
H -1.5006 2.1717 0.1184 -1.22 -0.31 0.85
H 2.7893 -6.3643 1.9061 -0.38 1.58 0.71
H 3.4009 3.1825 4.9232 0.02 -0.04 -0.05
H -0.8722 -2.3917 -2.0969 0.56 1.40 -0.96
H 3.9026 -2.4631 4.2543 -1.02 -1.18 -0.91
H 1.1599 -2.2529 -3.7103 -0.05 1.04 1.38
H 4.5854 -4.9389 3.2942 -1.78 0.77 -0.26
H -3.2335 -4.1260 -0.3147 -0.09 1.34 -1.09
H -0.3514 -3.3254 0.0859 0.04 0.78 1.26
H 1.8112 0.6425 0.7880 1.34 -0.42 -1.32
H -3.0920 0.2798 2.1608 1.49 0.10 -0.94
H 1.6083 -2.0403 -1.9462 -1.03 0.94 -1.12
H 5.3688 0.1241 -2.8931 -1.53 -0.06 1.03
H -6.9552 4.1041 -3.1121 -0.04 -0.06 0.02
H -6.0156 3.2781 -1.8488 0.02 0.04 -0.11
H 2.3913 4.8536 3.3410 -0.07 -0.03 0.20
H -1.7059 0.5183 -2.0137 1.46 -0.89 0.61
H -4.6978 1.4082 -3.6712 0.16 0.14 0.12
H 0.6463 -1.9369 0.7594 -1.49 -0.71 -0.16
H -0.0394 1.1847 2.3101 -1.08 -0.83 0.34
H 3.4461 -1.6610 -3.5974 -0.12 1.75 0.18
H -4.2021 2.7157 -0.3648 0.62 -1.34 0.35
H -2.9290 -3.1899 -1.9557 -0.57 -0.04 1.44
H 3.8723 2.8219 3.2474 -0.11 0.04 0.05
H 3.5581 5.6368 4.4231 0.06 0.07 -0.18
H 0.3030 -5.3598 1.4122 1.44 1.09 1.13
H -3.5502 1.0294 -0.8907 -0.61 1.11 0.98
H -4.4957 4.2361 -3.5922 0.11 -0.18 -0.01
H -0.6264 -0.4000 3.1180 -0.41 1.25 -0.73
H 3.7098 -0.1185 -4.5466 -0.75 -0.35 1.71
H 1.4056 -1.4666 3.7384 0.73 -1.62 -0.46
H -5.3241 3.2871 -4.8413 -0.08 0.22 -0.04
H 1.3525 0.2011 -4.2478 0.45 -0.60 1.66
H 1.6140 0.6704 -2.4951 0.47 -1.20 -0.97
H 5.0201 3.6064 4.3230 -0.09 0.07 0.04
H 3.3546 -0.3242 0.9684 -0.96 0.90 -1.23
H -4.6295 -3.5203 -1.3426 1.60 0.13 0.41
H -6.8431 2.3302 -3.0755 -0.02 0.08 -0.07
H 2.3420 -0.6502 -0.5209 0.28 1.56 1.04
```
Forces are in eV/Å.

=====

[3]
DFT (the ωB97M-V functional and the def2-TZVPD basis) results for a molecular structure, C25H47F3NO14S5V at a distorted geometry.

Charge = +1
2S+1 = 2
⟨S²⟩ = 0.853
Lowest unoccupied orbital energy (alpha / beta) = -6.2 / -5.7 eV
E_tot = -5323.1247 a.u.

The geometry in XYZ format:
```
96
Properties=species:S:1:pos:R:3:forces:R:3
V 3.8677 -2.0126 -0.1706 -1.85 4.30 5.23
S -1.1909 4.2854 -0.6261 -0.17 -1.80 -0.18
S -5.2290 -2.1728 -2.1773 -0.09 -0.43 0.19
S 1.4342 -1.0316 -2.9094 0.55 0.16 -1.54
S 4.3885 1.6460 -0.7625 -0.40 0.86 0.51
S 0.8928 -0.5673 1.0909 -1.06 1.04 -1.51
F -0.8559 -0.3594 3.0788 0.30 0.19 -0.08
F 0.1028 -2.2793 3.0527 0.16 -0.17 -0.34
F 1.2467 -0.5565 3.6497 0.03 0.19 0.57
O 3.8126 0.2959 -0.6622 0.23 -1.22 -0.43
O 0.0663 5.0072 -0.7667 -0.82 -0.21 -0.02
O 5.7888 1.7787 -1.0473 -0.04 -0.28 -0.35
O 2.0319 -1.4880 0.8374 0.93 -0.88 0.06
O 2.4338 -1.5489 -1.9461 0.30 -0.54 0.32
O 3.1867 -3.9286 1.0833 0.72 0.88 -0.83
O 1.4041 4.7998 5.1527 0.00 -0.45 -0.48
O -4.9482 -3.5976 -2.2991 -0.11 0.86 0.01
O 1.3397 0.4050 -3.1308 0.10 -1.40 0.63
O -1.9763 4.3782 0.5884 0.34 0.46 -0.67
O 1.2680 0.8295 1.1029 -0.05 -1.00 0.48
O -0.2377 -0.8994 0.2376 0.48 -0.11 0.63
O -6.1509 -1.5371 -3.1006 0.57 -0.30 0.73
O 4.6590 -1.4382 1.0980 -1.16 -2.25 -3.63
N -4.3065 -0.4533 3.8287 0.25 -0.34 -0.16
C 1.0530 2.9896 3.5838 0.77 0.46 -0.05
C -3.7928 -1.4555 3.5911 -0.72 0.54 0.57
C -2.5189 3.0176 -2.6099 -0.09 -0.29 -0.45
C 2.0919 2.6892 5.9143 0.36 -0.59 0.05
C -3.6934 -0.4395 -0.8542 -0.57 -0.29 -0.66
C 4.0136 2.5320 0.7713 0.47 0.27 0.07
C -0.1473 -1.8092 -2.6292 -0.70 -0.06 0.15
C 0.6041 -2.9220 -4.6443 0.79 0.96 -0.23
C 1.7551 -1.8937 -4.5146 -1.07 1.24 0.30
C 2.3733 -4.5480 1.7597 -0.25 -0.35 0.04
C 3.0579 3.6817 0.3659 0.16 -1.16 -0.63
C -5.6293 -1.8212 -0.4254 -1.36 0.61 -0.46
C 3.2549 3.9860 -1.1574 0.72 0.82 1.00
C -3.1353 -2.7184 3.2743 -0.95 0.74 0.43
C 3.3619 2.6400 -1.8931 -0.73 0.73 1.29
C 0.2922 -0.9726 2.8382 0.59 0.12 -0.73
C 1.2842 -5.3275 1.0710 0.68 0.58 -0.82
C -0.6533 -2.2647 -4.0152 1.25 -0.49 0.58
C -4.3621 -1.3342 0.2227 0.89 0.18 -0.94
C 2.4373 -4.5418 3.2452 -0.53 0.10 1.12
C 1.5045 3.6189 4.8942 -0.42 0.78 0.07
C -0.8742 2.4723 -0.9049 0.42 0.45 0.77
C -3.6514 -1.2723 -2.1403 -0.51 -0.42 0.72
C -1.2557 2.1728 -2.3451 0.49 0.83 -0.01
C -2.2364 4.4446 -2.1529 0.79 0.20 1.00
H 2.4395 4.6526 -1.4384 -0.31 -0.60 -0.45
H -1.5784 4.9683 -2.8455 -0.15 0.04 -0.12
H 0.0686 -2.6617 -1.9853 -0.07 -0.01 0.04
H -6.3550 -1.0032 -0.4228 0.01 0.03 -0.29
H 3.6324 1.8229 1.5054 -0.48 -0.04 -0.32
H -2.7589 3.0505 -3.6738 0.02 -0.10 -0.02
H 1.4771 -4.7858 3.7033 -0.20 -0.05 -0.38
H 4.9781 2.8278 1.1870 0.11 0.31 -0.43
H -3.8545 -3.2957 2.6937 0.48 -0.03 -0.51
H 2.7073 1.9199 5.4415 0.10 0.08 -0.03
H -2.9214 -2.0600 -1.9522 0.19 0.01 -0.69
H 2.8061 -2.1630 -4.5645 -0.14 -0.44 0.07
H 2.3327 2.2869 -1.8093 0.24 -0.80 -0.43
H -4.5156 -0.7056 1.0958 -0.12 -0.50 0.30
H 4.1292 4.6281 -1.2894 0.31 -0.34 0.02
H -0.8007 -1.1262 -2.0920 0.16 0.07 0.02
H 2.0780 3.2275 0.5232 -0.28 0.54 -0.10
H -1.4432 -3.0109 -3.9552 -0.11 0.14 0.28
H -3.3827 2.5659 -2.1202 0.00 0.21 0.24
H 0.3274 -4.8172 1.1912 -0.07 -0.17 0.37
H 2.7091 -3.5790 3.6773 0.33 0.08 -0.39
H 1.2439 -6.3759 1.3581 -0.15 0.09 0.29
H 1.5394 -5.2510 0.0129 -0.21 -0.29 -0.06
H -2.2434 -2.3449 2.7794 0.24 -1.12 -0.23
H -4.3597 0.4035 -1.0505 0.26 0.31 0.27
H 3.0965 -5.2937 3.6853 0.34 -0.03 -0.50
H 0.1566 2.3225 -0.5817 0.16 -0.04 -0.51
H -3.0876 5.0638 -1.8803 -0.09 -0.11 -0.12
H -0.4558 2.5260 -3.0021 0.03 0.13 0.00
H 0.2154 2.3219 3.7797 0.08 -0.17 -0.18
H 0.8216 3.7022 2.7931 -0.43 0.29 0.41
H 2.6870 3.2582 6.6243 -0.08 -0.03 0.04
H -1.4358 1.9193 -0.1504 -0.45 0.18 -0.18
H 0.9582 -3.8107 -4.1236 -0.67 -0.35 -0.11
H -1.3172 1.1125 -2.5878 -0.45 -0.03 0.27
H -3.0037 -3.2791 4.1987 0.58 0.11 -0.05
H -3.7188 -2.2035 0.3811 0.17 0.19 0.53
H -6.1764 -2.6652 -0.0095 0.47 -0.26 0.03
H -3.5916 -0.7219 -3.0757 0.37 -0.09 -0.01
H 1.9212 2.4592 3.1843 -0.23 -0.55 0.16
H 0.4367 -3.0843 -5.7072 0.11 -0.47 0.07
H -1.0273 -1.4143 -4.5835 0.16 -0.01 -0.17
H 3.1582 4.5859 0.9582 0.05 -0.12 0.13
H -2.6809 -0.1208 -0.6106 -0.13 0.18 0.27
H 1.5578 -1.1129 -5.2518 0.26 0.15 0.06
H 3.7466 2.6525 -2.9074 0.11 -0.14 0.08
H 1.3219 2.1295 6.4497 -0.18 0.21 0.01
```
Forces are in eV/Å.